## w
DFT (ωB97M-V/def2-TZVPD) results for a gas-phase ion, C5H7N2 (charge +1).

Last column: natural (NBO) charge in e.
Cartesian coordinates (Å):
1 N 0.3451 -2.3461 -0.0277  -0.764
2 H 0.7912 0.8874 3.3355  0.287
3 H 0.4113 1.8211 -2.5551  0.268
4 C -0.4274 -1.2957 0.3322  -0.157
5 H -1.1021 2.6447 -1.9544  0.286
6 C 0.3986 0.2919 2.4577  -0.094
7 H -1.4101 -1.6026 0.4684  0.291
8 C -0.1691 2.0140 -1.6674  -0.476
9 C -0.3152 -0.1445 -0.4663  0.653
10 C 0.0101 -0.4172 1.5688  -0.162
11 H 1.3179 -2.2035 -0.0072  0.389
12 H 0.1290 -3.1015 0.5867  0.396
13 H 0.4203 2.6437 -0.9565  0.263
14 N -0.3997 0.8083 -1.1146  -0.179

Results
**Spin multiplicity**: 1
**Frontier orbital gap**: 10.425 eV
**Total charge**: +1
**Molar mass**: 95.125 u



## x
DFT (ωB97M-V/def2-TZVPD) results for a gas-phase ion, C5H7N2 (charge +1).

Last column: natural (NBO) charge in e.
Cartesian coordinates (Å):
1 H 1.4423 1.3279 1.0584  0.272
2 N -1.6025 -0.7304 0.6112  0.082
3 N -0.6575 -1.3286 0.2090  -0.062
4 H -3.1002 0.4371 0.0444  0.260
5 H -3.5282 -1.1885 0.1719  0.287
6 C -2.7273 -0.4991 -0.1725  -0.497
7 C 1.6610 -0.4287 -0.0518  0.166
8 C 1.8622 -1.7831 -0.1001  -0.078
9 C 0.5334 -1.3052 -0.0391  0.206
10 H -2.6551 -0.7669 -1.3260  0.220
11 H 2.4896 -2.6167 -0.1260  0.275
12 C 2.2399 0.8381 0.3519  -0.704
13 H 3.3368 0.8882 0.7092  0.295
14 H 2.1330 1.4655 -0.5401  0.277

Results
**Spin multiplicity**: 1
**Frontier orbital gap**: 8.475 eV
**Total charge**: +1
**Molar mass**: 95.125 u



## y
DFT (ωB97M-V/def2-TZVPD) results for 2 unconnected molecules or ions with the total composition C5H7N2.

Last column: natural (NBO) charge in e.
Cartesian coordinates (Å):
1 H 2.5328 -0.3355 -0.0184  0.269
2 C -2.0950 -1.6224 -0.3455  -0.181
3 C 1.5786 -0.5124 0.2206  -0.689
4 H -1.2486 -0.8979 1.5972  0.239
5 N -2.0388 2.5920 0.2513  -0.201
6 C -1.6206 -1.2408 0.6745  -0.277
7 H -2.5217 3.2032 -0.3392  0.396
8 C 0.6309 0.2345 -0.6065  0.038
9 C -0.3818 0.9682 -0.0093  0.252
10 H 1.6037 -0.4434 1.3402  0.263
11 N -1.1631 1.8841 -0.1780  0.074
12 H 1.3651 -1.6041 -0.1722  0.289
13 H -2.5630 -1.8907 -1.2142  0.239
14 H 0.7858 0.0863 -1.7068  0.287

Results
**Spin multiplicity**: 1
**Frontier orbital gap**: 7.552 eV
**Total charge**: +1
**Molar mass**: 95.125 u



w has the most favorable energy; the next structure is 124.1 kJ/mol above.



## w
DFT (ωB97M-V/def2-TZVPD) results for 13 unconnected molecules or ions with the total composition H26O13.

Last column: natural (NBO) charge in e.
Cartesian coordinates (Å):
1 H 3.6482 -0.6065 -0.2633  0.502
2 H 1.6906 -0.5844 2.7548  0.407
3 O -4.0471 0.2017 0.2176  -0.938
4 H -3.5487 0.5641 -0.5340  0.453
5 H -2.2039 -0.4584 -0.8964  0.446
6 O 0.1910 3.6165 1.1897  -0.950
7 H -3.6097 0.8405 0.7840  0.469
8 H 1.1683 0.1837 -2.2331  0.491
9 H -1.8884 -4.0537 -0.6400  0.471
10 H 0.4081 -2.1257 2.6992  0.359
11 H 2.2231 0.9037 0.8539  0.522
12 O 0.5739 -2.4607 1.8097  -1.180
13 H 1.6466 3.0867 -0.3915  0.479
14 H -0.1036 -1.4051 -0.3876  0.500
15 H -2.0526 2.9208 -0.0857  0.500
16 O 3.2970 -1.2906 -0.8430  -0.980
17 O -1.7516 -3.8963 -1.5830  -0.977
18 H -1.4205 -2.9793 -1.5297  0.494
19 H 3.4431 1.9969 0.5937  0.473
20 H 1.0784 0.9403 2.7060  0.446
21 O -1.9456 -2.5245 1.5000  -1.005
22 O 1.7953 0.3353 2.4746  -1.209
23 H -0.1827 4.0145 0.3673  0.459
24 O -2.0339 -1.3765 -0.7054  -0.952
25 H 3.0357 -0.9422 -1.6946  0.473
26 H -1.9305 -1.5776 1.7318  0.433
27 H 1.3998 -1.5409 -0.7641  0.494
28 H -1.6276 1.5042 -0.8167  0.488
29 H 1.7170 2.5424 -1.6593  0.495
30 H -0.1188 0.6736 -2.7763  0.465
31 H 1.3256 -3.0299 1.6270  0.482
32 O 0.8031 0.9472 -2.7284  -0.969
33 O 2.7833 1.4040 0.2351  -1.047
34 H -0.9670 -2.4829 1.5017  0.473
35 O 0.5175 -1.3159 -1.1129  -1.022
36 O -2.3087 2.1154 -0.5320  -1.007
37 O 1.1782 3.2269 -1.2325  -0.993
38 H 0.6979 4.4601 1.1050  0.449
39 H -2.8812 -1.8276 -0.7415  0.505

Results
**Spin multiplicity**: 2
**Frontier orbital gap (alpha / beta)**: 2.821 / 9.544 eV
**Total charge**: -1
**Molar mass**: 234.195 u



## x
DFT (ωB97M-V/def2-TZVPD) results for 13 unconnected molecules or ions with the total composition H26O13.

Last column: natural (NBO) charge in e.
Cartesian coordinates (Å):
1 H 0.6224 0.4793 -0.3005  0.500
2 H -2.2282 1.4889 -2.0362  0.484
3 H 3.0600 0.7181 -1.8256  0.335
4 H -1.8868 -2.0972 1.1994  0.495
5 O 0.6545 -0.5535 3.0013  -0.957
6 H -0.3798 -3.6490 2.3173  0.477
7 H 0.0293 0.1944 -3.9634  0.450
8 O 3.2217 -0.6896 1.2134  -1.042
9 O 2.3355 0.8950 -1.2256  -1.373
10 H 1.4500 3.7696 -1.4565  0.459
11 O -1.9158 1.8070 -1.1893  -0.990
12 H 2.3809 -2.3371 -0.3781  0.471
13 H 1.4463 -0.3711 2.4953  0.503
14 O -3.0313 -1.1332 -1.5383  -0.988
15 H 2.0278 1.7674 -1.4714  0.484
16 H 2.6227 -2.8634 -1.7768  0.440
17 H -1.2861 1.1459 -0.9019  0.484
18 O 0.9045 3.0324 -1.7309  -1.022
19 H 2.8956 -0.1305 0.5082  0.493
20 H -3.1180 2.4476 1.2717  0.464
21 H -2.2270 -1.4433 -1.9546  0.460
22 H 0.9512 -1.1157 3.7169  0.456
23 H -0.1217 -2.1886 2.0129  0.500
24 H 0.4769 3.3353 -2.5319  0.478
25 O -0.4628 0.3844 -3.1647  -1.028
26 H -0.0642 -0.8164 0.0758  0.480
27 O -0.5052 -2.9831 1.6412  -0.971
28 H -0.0927 1.5124 1.3816  0.487
29 H -3.3832 -2.1475 1.4228  0.472
30 H 0.1742 0.2754 -2.4587  0.469
31 H -2.3938 1.2216 0.7574  0.499
32 H 4.0963 -0.3502 1.4037  0.464
33 O 2.3642 -3.1407 -0.8979  -0.993
34 O -2.6765 1.6506 1.5651  -0.968
35 O -0.1974 0.1312 0.0502  -0.994
36 H -2.8857 -1.2711 -0.6024  0.486
37 O -2.7038 -1.6629 0.9540  -0.959
38 O 0.2866 2.1949 1.9353  -0.976
39 H -0.4408 2.4926 2.4816  0.471

Results
**Spin multiplicity**: 2
**Frontier orbital gap (alpha / beta)**: 2.546 / 9.716 eV
**Total charge**: -1
**Molar mass**: 234.195 u



x has the most favorable energy; the next structure is 240.4 kJ/mol above.



## w
DFT (ωB97M-V/def2-TZVPD) results for C2H3N3O2S in the gas phase.

Last column: natural (NBO) charge in e.
Cartesian coordinates (Å):
1 O -0.2969 -1.0605 2.1345  -0.563
2 H 1.1823 1.2603 1.2332  0.356
3 C -0.2990 -0.7996 0.9352  0.842
4 O -1.4016 -1.0280 0.1858  -0.324
5 H -2.0730 0.0907 -1.6109  0.434
6 C -0.3000 0.3949 -1.0943  0.180
7 N -1.2614 -0.4600 -1.0785  -0.304
8 H 2.2148 -0.1917 1.1195  0.378
9 S 0.0801 1.3649 -2.3226  -0.056
10 N 0.5294 -0.1737 0.0017  -0.330
11 N 1.6254 0.6028 0.4962  -0.613

Results
**Spin multiplicity**: 1
**Frontier orbital gap**: 9.451 eV
**Total charge**: 0
**Molar mass**: 133.132 u



## x
DFT (ωB97M-V/def2-TZVPD) results for 2 unconnected molecules or ions with the total composition C2H3N3O2S.

Last column: natural (NBO) charge in e.
Cartesian coordinates (Å):
1 N -4.3787 2.2655 0.3631  -0.343
2 S -1.3079 0.5412 -1.1525  0.718
3 H -0.1706 0.1255 1.0083  0.266
4 O -2.5723 -1.6957 -0.8278  -0.299
5 H 0.0928 -1.2060 -0.3169  0.248
6 N -2.3667 0.8775 0.0027  -0.732
7 N -3.1379 -1.2751 0.0878  0.557
8 H 0.8551 0.5918 -0.4579  0.237
9 C 0.0914 -0.0487 -0.1044  -0.767
10 C -3.3935 1.6576 0.1724  0.385
11 O -3.9987 -1.6703 0.7734  -0.270

Results
**Spin multiplicity**: 1
**Frontier orbital gap (alpha / beta)**: 7.788 / 7.630 eV
**Total charge**: 0
**Molar mass**: 133.132 u



## y
DFT (ωB97M-V/def2-TZVPD) results for a molecular structure, C2H3N3O2S.

Last column: natural (NBO) charge in e.
Cartesian coordinates (Å):
1 C -0.4225 1.2173 1.0790  0.273
2 H -0.4953 2.1023 1.7658  0.171
3 N 1.1459 -0.4928 0.4472  -0.280
4 N -1.2750 1.2217 0.2476  -0.616
5 N 0.7410 0.4250 1.3125  -0.445
6 O -1.1423 -2.0828 -1.5425  -0.868
7 C 1.3691 -1.4376 -0.2637  0.195
8 S 0.0478 -1.6895 -2.1672  1.686
9 H 1.1647 0.3050 2.1368  0.401
10 H -1.2110 0.6663 -0.5488  0.370
11 O 0.0776 -0.2349 -2.4667  -0.887

Results
**Spin multiplicity**: 1
**Frontier orbital gap**: 9.359 eV
**Total charge**: 0
**Molar mass**: 133.132 u



w has the most favorable energy; the next structure is 73.7 kJ/mol above.



## w
DFT (ωB97M-V/def2-TZVPD) results for C3H5NO3S in the gas phase.

Last column: natural (NBO) charge in e.
Cartesian coordinates (Å):
1 H -0.5992 2.1882 -0.2681  0.195
2 H 2.7987 0.6781 -0.5936  0.462
3 H -1.8128 -0.6266 1.2855  0.190
4 H -0.3413 1.0335 1.1267  0.161
5 H -2.6308 -1.2415 -0.1968  0.216
6 C -0.5128 1.1856 0.0530  0.217
7 O 3.1482 -0.1358 -0.1041  -0.554
8 N 2.0741 -1.0401 0.1327  -0.137
9 C 0.9219 -0.6230 -0.1895  0.279
10 S -0.3525 -1.8443 -0.3745  0.215
11 O -1.6149 0.4937 -0.4561  -0.500
12 C -1.7218 -0.7143 0.2030  -0.198
13 O 0.6433 0.6465 -0.6182  -0.547

Results
**Spin multiplicity**: 1
**Frontier orbital gap**: 9.811 eV
**Total charge**: 0
**Molar mass**: 135.144 u



## x
DFT (ωB97M-V/def2-TZVPD) results for C3H5NO3S in the gas phase.

Last column: natural (NBO) charge in e.
Cartesian coordinates (Å):
1 H 1.5837 -1.2835 0.7982  0.213
2 H -2.0351 -0.7635 -1.1789  0.124
3 H 1.8116 -1.3838 -1.0848  0.208
4 O -3.5307 0.3384 -0.2227  -0.537
5 O 1.7959 0.5373 -0.1978  -0.500
6 C 2.1541 -0.8701 -0.1066  -0.290
7 O -0.1937 -0.1494 0.3451  -0.379
8 H -1.6511 0.9308 1.2334  0.399
9 C 0.5533 0.9526 0.0169  0.447
10 H 3.3674 -0.8373 0.1338  0.223
11 S 0.1264 2.4931 -0.0393  -0.092
12 N -1.5354 0.1198 0.6724  -0.339
13 C -2.4466 -0.0844 -0.3698  0.524

Results
**Spin multiplicity**: 1
**Frontier orbital gap**: 10.095 eV
**Total charge**: 0
**Molar mass**: 135.144 u



x has the most favorable energy; the next structure is 6.7 kJ/mol above.